1.
The following is a quantum chemistry calculation of a cluster of 19 separate species, C4H36BO26 in total, from OMol25.

Summary:
**Orbital gap**: 9.668 eV
**Molecular weight**: 511.118 Da
**Energy relative to the best compared isomer or geometry (same formula, charge and spin)**: 31.7 kcal per mole
**Total charge**: -1

The geometry in XYZ format:
```
67
Properties=species:S:1:pos:R:3:forces:R:3
O 0.430 -14.464 -8.867 -4.2 -1.2 0.3
O -2.658 -15.099 -7.464 -1.0 0.2 0.8
O -0.506 -11.910 -3.913 0.0 0.4 0.0
O -3.111 -16.854 -9.105 -1.7 -0.2 -0.4
O -3.822 -12.139 -7.144 -0.2 -0.2 -0.1
O -6.662 -13.827 -7.326 -0.2 -0.3 -0.1
O -5.647 -15.361 -10.975 1.8 -0.1 1.4
O -1.685 -15.072 -9.552 1.4 0.4 -0.6
O -4.477 -18.042 -10.495 0.6 2.6 1.2
O -3.966 -11.792 -10.493 0.3 0.2 0.0
O -4.243 -20.371 -7.623 0.5 -0.1 0.3
O -6.417 -12.667 -11.960 0.0 0.4 0.0
O -6.273 -19.106 -8.782 -0.2 -0.1 0.3
O -0.056 -17.345 -4.496 0.5 -0.2 0.0
O 0.113 -11.549 -6.769 -0.2 0.2 -0.4
O -0.776 -14.533 -6.242 -2.6 0.1 -2.7
O -4.026 -14.700 -9.475 -0.9 -0.6 -0.8
O -5.341 -18.106 -13.411 0.0 0.1 -0.1
O 2.387 -13.360 -6.759 0.1 -0.1 0.0
O 2.132 -15.157 -11.409 0.2 -0.2 -0.1
O -1.626 -19.250 -7.089 0.2 0.1 0.1
O -0.034 -12.077 -10.650 -0.1 0.1 -0.2
O -7.919 -17.356 -10.722 -0.1 -0.1 0.1
O -2.833 -16.952 -4.760 -0.2 0.0 0.1
O 0.714 -14.334 -4.009 0.2 -0.2 0.3
O -6.089 -15.352 -14.087 0.0 0.4 -0.1
C -0.793 -14.757 -8.668 5.1 2.2 -0.5
C -4.134 -16.984 -9.948 1.1 -2.0 -1.2
C -4.688 -15.566 -10.245 -2.0 0.2 -0.4
C -1.428 -14.676 -7.285 2.4 -1.3 2.0
B -2.910 -15.408 -8.886 0.2 -0.2 0.7
H -3.473 -16.764 -4.071 0.0 0.0 0.2
H -3.601 -12.437 -9.885 0.0 -0.1 0.1
H -4.906 -18.132 -12.553 -0.1 0.0 0.4
H -6.107 -18.490 -8.065 -0.3 0.3 0.1
H 1.426 -14.970 -4.099 0.3 0.2 0.0
H -5.068 -18.918 -13.843 0.0 0.0 -0.1
H 3.201 -13.390 -6.253 0.1 0.1 0.1
H -0.229 -12.819 -10.072 0.2 -0.1 0.0
H -3.174 -11.577 -7.576 0.1 0.2 -0.1
H 2.647 -13.596 -7.652 -0.2 -0.2 -0.2
H -4.739 -12.225 -10.866 -0.4 0.0 -0.1
H 1.601 -15.002 -10.622 -0.3 0.1 0.2
H 0.290 -14.323 -4.878 -0.1 -0.3 -0.3
H 0.386 -16.555 -4.181 -0.2 0.0 0.1
H -1.270 -12.242 -3.439 -0.1 0.0 0.0
H -3.308 -16.803 -5.580 0.1 0.0 -0.3
H -6.857 -13.457 -11.639 0.1 -0.2 0.1
H -0.978 -17.083 -4.589 -0.3 -0.1 -0.1
H -2.518 -19.466 -7.380 -0.3 -0.3 -0.1
H -6.947 -15.367 -13.658 -0.1 -0.1 0.0
H 0.286 -11.404 -5.835 -0.3 0.0 0.2
H -5.663 -16.167 -13.801 0.0 -0.3 0.0
H 2.794 -14.463 -11.393 0.0 0.1 -0.1
H -5.888 -13.646 -7.867 0.2 0.3 0.0
H -8.500 -17.052 -11.421 -0.1 0.0 -0.1
H 0.737 -12.235 -7.024 0.1 -0.1 0.1
H -5.925 -18.663 -9.567 -0.2 -0.1 -0.2
H -7.239 -16.679 -10.662 0.2 0.2 -0.1
H 0.835 -11.781 -10.374 0.1 0.1 0.1
H -6.305 -14.159 -6.501 0.1 0.1 0.1
H -3.325 -12.603 -6.466 0.2 0.0 0.1
H 0.062 -12.682 -4.028 0.1 0.0 0.4
H -1.404 -18.447 -7.563 0.1 0.1 0.0
H -4.911 -19.917 -8.161 -0.2 -0.2 -0.3
H -5.871 -12.975 -12.688 0.0 -0.2 -0.2
H -4.723 -20.682 -6.853 0.0 -0.1 0.1
```
Forces are in eV/Å.

2.
The following is a quantum chemistry calculation of a cluster of 14 separate species, C4H36N8O14 in total, from OMol25.

Summary:
**Orbital gap**: 9.892 eV
**Molecular weight**: 420.374 Da

The geometry in XYZ format:
```
62
Properties=species:S:1:pos:R:3:forces:R:3
O 0.727 1.419 -3.108 1.5 0.5 -0.5
O 1.612 3.266 0.669 -0.1 0.7 0.0
O 5.307 0.094 -2.316 -1.5 -1.2 1.7
O -4.733 -0.421 0.349 -1.6 0.4 -0.5
O -1.139 -0.997 4.446 -0.8 -0.4 0.3
O -1.668 -2.872 0.866 0.1 -0.2 -0.9
O 1.931 -3.812 -1.788 -0.4 0.0 0.1
O 0.665 -1.928 2.369 -1.4 -0.4 -0.2
O -1.997 1.829 0.497 -0.1 0.4 0.2
O 3.190 -3.267 0.599 -1.0 1.0 -0.7
O -0.663 -1.872 -1.959 0.3 -0.8 0.4
O 2.418 -1.079 -1.946 0.2 -0.7 0.6
O 0.030 4.370 -1.178 -1.2 0.1 -0.3
O 4.421 -0.568 0.519 -0.3 -0.6 -0.3
N -0.781 1.408 2.410 0.2 1.5 0.2
N -5.186 1.828 0.134 1.6 -0.7 0.9
N 2.381 1.548 -0.686 0.4 0.1 0.8
N -6.551 0.302 -0.891 -0.6 -0.4 0.4
N -2.599 0.141 1.881 0.2 0.3 -0.1
N 3.016 1.728 1.503 -0.1 1.3 1.4
N -1.548 0.157 -1.849 -1.8 2.5 -0.8
N -0.164 -0.442 -0.241 1.2 -0.2 1.4
C -5.478 0.466 -0.088 2.5 0.0 0.4
C -1.821 1.182 1.543 0.3 -0.7 0.6
C 2.291 2.265 0.509 0.2 -1.6 -0.9
C -0.781 -0.803 -1.357 0.4 0.1 -0.4
H 3.004 2.302 2.359 0.2 -1.0 -0.7
H -1.478 -2.994 -0.088 0.1 -0.2 0.5
H -0.812 4.166 -0.717 0.9 0.1 -0.3
H 3.310 -0.793 -2.169 0.1 0.2 -0.5
H 0.966 -3.825 -1.797 -0.2 -0.3 0.1
H -0.163 1.172 -2.966 -1.8 -1.0 0.5
H -0.769 0.915 3.326 -0.1 0.6 -1.1
H -0.437 -1.576 4.065 -0.8 0.2 0.1
H 0.053 0.496 0.055 -0.7 0.4 -0.4
H -7.018 -0.609 -0.870 0.3 0.7 0.0
H 0.722 4.179 -0.529 0.1 -0.3 0.3
H -5.163 2.331 -0.732 -0.3 0.4 -0.4
H -2.054 -0.084 -2.660 -0.7 -0.4 -0.8
H 0.626 2.364 -3.223 0.4 0.6 -0.1
H 1.498 -2.379 2.430 0.8 -0.5 -0.1
H 2.595 -3.294 -0.232 1.2 -0.9 1.3
H 4.829 -0.378 -0.327 0.4 0.2 -0.2
H 2.066 -2.909 -2.097 0.5 0.5 -0.2
H 2.605 0.556 -0.643 0.1 0.4 0.3
H -1.906 0.958 -1.314 0.5 -0.7 0.2
H 1.699 1.714 -1.393 -0.5 0.4 -0.4
H 0.038 -2.556 1.918 0.5 0.8 0.3
H -2.393 -0.313 2.761 -0.3 -0.2 -0.2
H -2.134 -2.030 0.818 -0.1 0.3 0.5
H 0.558 -1.035 0.077 0.6 -1.0 0.4
H 3.500 0.853 1.407 0.3 -0.2 0.0
H 1.788 -0.738 -2.577 -0.1 0.5 -0.5
H 4.041 -1.455 0.349 0.0 0.0 0.6
H 5.854 0.176 -3.058 1.2 0.4 -1.6
H -0.493 2.408 2.365 0.1 -1.4 0.3
H 3.727 -4.057 0.676 -0.2 -0.1 -0.5
H -3.415 0.007 1.281 -0.1 -0.6 0.4
H -4.216 1.910 0.548 -1.3 -0.1 -0.6
H -7.109 1.132 -0.758 -0.8 -0.3 -0.5
H -1.939 -1.501 4.756 1.7 0.3 -0.5
H 5.139 0.944 -1.930 0.0 0.9 -0.1
```
Forces are in eV/Å.

> Among the records above, which one has the highest molecular weight?

C4H36BO26

> Which formula does entry 1 have?

C4H36BO26

> Which value of orbital gap does entry 1 give?

9.668 eV